(1)
Computed, not measured: one molecule with the formula C10H10N2O at a distorted geometry, with ωB97M-V with the def2-TZVPD basis set.

Summary:
* charge: 0
* gap between HOMO and LUMO: 8.26 eV
* ΔE to the lowest compared entry with this formula, charge and spin: 0.931 eV
* largest force on an atom: 3.75 eV/Å
* SMILES string: N#Cc1c2c(c[nH]c1=O)CCCC2
* multiplicity: 1

Each atom is followed by the atoms it is bonded to, with distances in Å.
CARTESIAN COORDINATES (ANGSTROEM)
1 N 3.18533 2.67874 -0.07686  C2 1.144
2 C 2.61752 1.68639 -0.12267  N1 1.144, C3 1.409
3 C 1.89640 0.47564 -0.14680  C2 1.409, C4 1.419, C8 1.472
4 C 0.50360 0.34401 0.09026  C3 1.419, C5 1.413, C13 1.506
5 C -0.13624 -0.91549 0.09763  C4 1.413, C6 1.364, C10 1.571
6 C 0.63466 -2.03432 -0.02416  C5 1.364, N7 1.365, H14 1.123
7 N 1.99803 -1.99857 -0.08160  C6 1.365, C8 1.435, H15 1.036
8 C 2.70246 -0.75012 -0.02205  C3 1.472, N7 1.435, O9 1.251
9 O 3.92978 -0.76356 0.21882  C8 1.251
10 C -1.69092 -1.11673 0.19662  C5 1.571, C11 1.616, H16 1.125, H17 1.134
11 C -2.32714 0.20900 -0.47374  C10 1.616, C12 1.512, H18 1.123, H19 1.079
12 C -1.78329 1.34926 0.35775  C11 1.512, C13 1.536, H20 1.019, H21 1.083
13 C -0.30548 1.61283 0.03117  C4 1.506, C12 1.536, H22 1.092, H23 1.088
14 H 0.17980 -3.05337 -0.14707  C6 1.123
15 H 2.51088 -2.89341 -0.17555  N7 1.036
16 H -2.01627 -1.95604 -0.47814  C10 1.125
17 H -2.10593 -1.17746 1.25067  C10 1.134
18 H -3.43670 0.22991 -0.29954  C11 1.123
19 H -2.11952 0.21781 -1.53297  C11 1.079
20 H -2.34118 2.17981 0.16219  C12 1.019
21 H -1.79659 1.32201 1.44070  C12 1.083
22 H -0.21663 2.01003 -0.98256  C13 1.092
23 H 0.11744 2.34363 0.71789  C13 1.088

=====

(2)
Computed, not measured: a 7-piece molecular cluster, C40H90BrN8O2 overall at a distorted geometry, with ωB97M-V with the def2-TZVPD basis set.

Summary:
* charge: +5
* gap between HOMO and LUMO: 7.00 eV
* largest force on an atom: 1.92 eV/Å
* multiplicity: 1

Each atom is followed by the atoms it is bonded to, with distances in Å.
CARTESIAN COORDINATES (ANGSTROEM)
1 C 9.32536 1.40148 -7.35644  C2 1.521, H9 1.087, H10 1.092, H11 1.092
2 C 9.74495 0.13997 -6.61710  C1 1.521, N3 1.458, H12 1.089, H13 1.092
3 N 10.35229 -0.85152 -7.49746  C2 1.458, C4 1.375, C7 1.344
4 C 11.48699 -0.69702 -8.25812  N3 1.375, C5 1.346, H14 1.077
5 C 11.49998 -1.66528 -9.19267  C4 1.346, N6 1.369, H15 1.078
6 N 10.31531 -2.34695 -9.10664  C5 1.369, C7 1.333, C8 1.456
7 C 9.62908 -1.81320 -8.09571  N3 1.344, N6 1.333, H16 1.078
8 C 9.83274 -3.33568 -10.05983  N6 1.456, H17 1.088, H18 1.090, H19 1.087
9 H 8.72009 2.06280 -6.74167  C1 1.087
10 H 8.77885 1.17464 -8.27402  C1 1.092
11 H 10.17400 1.98721 -7.71595  C1 1.092
12 H 8.87960 -0.27514 -6.10261  C2 1.089
13 H 10.45746 0.36714 -5.82189  C2 1.092
14 H 12.13123 0.14732 -8.07663  C4 1.077
15 H 12.28257 -1.86472 -9.90612  C5 1.078
16 H 8.57246 -1.94752 -7.92726  C7 1.078
17 H 8.75420 -3.47985 -10.05652  C8 1.088
18 H 10.24075 -4.32421 -9.84908  C8 1.090
19 H 10.10956 -3.06390 -11.07567  C8 1.087
20 C 19.54959 4.66491 2.36169  C21 1.512, H28 1.094, H29 1.094, H30 1.084
21 C 18.75787 3.67266 1.54006  C20 1.512, N22 1.478, H31 1.088, H32 1.089
22 N 17.30913 3.96337 1.56389  C21 1.478, C23 1.378, C26 1.326
23 C 16.31702 3.05775 1.87217  N22 1.378, C24 1.362, H33 1.077
24 C 15.16119 3.77803 1.86512  C23 1.362, N25 1.372, H34 1.075
25 N 15.46295 5.06840 1.51113  C24 1.372, C26 1.329, C27 1.467
26 C 16.77015 5.14259 1.28572  N22 1.326, N25 1.329, H35 1.077
27 C 14.56584 6.22968 1.50378  N25 1.467, H36 1.085, H37 1.089, H38 1.086
28 H 19.11401 4.67056 3.36541  C20 1.094
29 H 19.33992 5.69698 2.06398  C20 1.094
30 H 20.62437 4.52842 2.39364  C20 1.084
31 H 18.89487 2.69245 1.99280  C21 1.088
32 H 19.04574 3.62551 0.49046  C21 1.089
33 H 16.51090 2.03715 2.15555  C23 1.077
34 H 14.17090 3.47873 2.15680  C24 1.075
35 H 17.33461 5.97505 0.89977  C26 1.077
36 H 13.62496 5.91028 1.93994  C27 1.085
37 H 14.40013 6.53863 0.47283  C27 1.089
38 H 15.01150 7.05914 2.04426  C27 1.086
39 C 3.10149 0.65516 6.97190  C40 1.526, H49 1.098, H50 1.090, H51 1.090
40 C 4.56486 0.61332 7.40123  C39 1.526, C41 1.530, H52 1.091, H53 1.094
41 C 5.40332 1.68194 6.69702  C40 1.530, C42 1.523, H54 1.090, H55 1.093
42 C 6.71346 1.87474 7.44827  C41 1.523, N43 1.534, H56 1.088, H57 1.089
43 N 7.78023 2.61872 6.63559  C42 1.534, C44 1.532, C47 1.525, C48 1.487
44 C 8.93539 2.96113 7.58211  N43 1.532, C45 1.544, H58 1.089, H59 1.085
45 C 8.73324 4.39336 8.12092  C44 1.544, C46 1.522, H60 1.089, H61 1.087
46 C 7.51635 4.90631 7.36405  C45 1.522, C47 1.509, H62 1.092, H63 1.093
47 C 7.29186 3.99108 6.18564  N43 1.525, C46 1.509, H64 1.092, H65 1.084
48 C 8.27361 1.73746 5.54487  N43 1.487, H66 1.088, H67 1.093, H68 1.086
49 H 3.04442 0.53420 5.88208  C39 1.098
50 H 2.56513 1.56874 7.22751  C39 1.090
51 H 2.50377 -0.15040 7.39769  C39 1.090
52 H 4.93261 -0.40462 7.26494  C40 1.091
53 H 4.55991 0.83495 8.47248  C40 1.094
54 H 4.86082 2.62698 6.72166  C41 1.090
55 H 5.57170 1.36274 5.66508  C41 1.093
56 H 7.16898 0.92628 7.72536  C42 1.088
57 H 6.53284 2.54381 8.28816  C42 1.089
58 H 9.81302 3.02708 6.93990  C44 1.089
59 H 9.08187 2.25358 8.39217  C44 1.085
60 H 9.53518 5.08998 7.88298  C45 1.089
61 H 8.61782 4.44610 9.20053  C45 1.087
62 H 7.59847 5.91419 6.95296  C46 1.092
63 H 6.58754 4.99682 7.93356  C46 1.093
64 H 8.00699 4.25382 5.40351  C47 1.092
65 H 6.27075 3.98924 5.82139  C47 1.084
66 H 8.87354 0.89650 5.88686  C48 1.088
67 H 8.96443 2.34221 4.95269  C48 1.093
68 H 7.47972 1.40787 4.88172  C48 1.086
69 C 12.13238 -4.44175 1.49562  C70 1.537, H79 1.090, H80 1.090, H81 1.089
70 C 10.59718 -4.48399 1.56686  C69 1.537, C71 1.532, H82 1.094, H83 1.089
71 C 9.97466 -3.11586 1.27145  C70 1.532, C72 1.517, H84 1.095, H85 1.093
72 C 10.42574 -2.04817 2.24970  C71 1.517, N73 1.530, H86 1.093, H87 1.091
73 N 10.00360 -0.63883 1.82835  C72 1.530, C74 1.524, C77 1.516, C78 1.509
74 C 10.54742 -0.28584 0.44953  N73 1.524, C75 1.547, H88 1.085, H89 1.085
75 C 10.78752 1.24280 0.43214  C74 1.547, C76 1.510, H90 1.089, H91 1.088
76 C 10.71667 1.68891 1.87350  C75 1.510, C77 1.521, H92 1.094, H93 1.092
77 C 10.68783 0.40489 2.68899  N73 1.516, C76 1.521, H94 1.090, H95 1.098
78 C 8.50338 -0.47589 1.83116  N73 1.509, H96 1.087, H97 1.090, H98 1.082
79 H 12.45650 -3.89667 0.60948  C69 1.090
80 H 12.48360 -5.47205 1.44847  C69 1.090
81 H 12.56240 -4.03929 2.41120  C69 1.089
82 H 10.28713 -4.76363 2.57771  C70 1.094
83 H 10.24523 -5.27027 0.90114  C70 1.089
84 H 8.88061 -3.14785 1.29541  C71 1.095
85 H 10.29324 -2.78299 0.28009  C71 1.093
86 H 11.51755 -2.00031 2.24656  C72 1.093
87 H 9.99380 -2.12629 3.24798  C72 1.091
88 H 9.91604 -0.55645 -0.39088  C74 1.085
89 H 11.53799 -0.72399 0.39165  C74 1.085
90 H 10.01270 1.72269 -0.16373  C75 1.089
91 H 11.77704 1.39847 0.00739  C75 1.088
92 H 9.91928 2.41661 2.05268  C76 1.094
93 H 11.58102 2.28425 2.17336  C76 1.092
94 H 10.44970 0.43933 3.75256  C77 1.090
95 H 11.74197 0.10549 2.76109  C77 1.098
96 H 8.27562 0.56726 1.62635  C78 1.087
97 H 8.24082 -0.68445 2.86874  C78 1.090
98 H 8.05294 -1.12623 1.09257  C78 1.082
99 C 15.21275 -4.05929 -5.51721  N100 1.521, H106 1.085, H107 1.085, H108 1.089
100 N 14.26158 -3.04631 -4.89746  C99 1.521, C101 1.495, C102 1.507, C103 1.533
101 C 13.35058 -2.59673 -5.99450  N100 1.495, H109 1.088, H110 1.089, H111 1.089
102 C 13.46666 -3.86637 -3.91376  N100 1.507, H112 1.086, H113 1.089, H114 1.087
103 C 15.02061 -1.89718 -4.22493  N100 1.533, C104 1.514, H115 1.090, H116 1.087
104 C 14.22328 -1.01982 -3.28257  C103 1.514, O105 1.401, H117 1.100, H118 1.098
105 O 14.27825 -1.63736 -2.02582  C104 1.401, H119 0.975
106 H 14.61484 -4.84588 -5.96638  C99 1.085
107 H 15.87057 -4.40077 -4.72492  C99 1.085
108 H 15.74720 -3.55675 -6.32268  C99 1.089
109 H 13.92875 -1.91003 -6.60977  C101 1.088
110 H 12.42604 -2.16330 -5.61724  C101 1.089
111 H 13.01500 -3.41340 -6.63272  C101 1.089
112 H 12.88963 -4.61431 -4.44871  C102 1.086
113 H 12.78905 -3.21832 -3.36028  C102 1.089
114 H 14.15000 -4.26185 -3.16670  C102 1.087
115 H 15.36004 -1.32908 -5.09141  C103 1.090
116 H 15.87025 -2.39296 -3.76206  C103 1.087
117 H 13.20179 -0.77184 -3.60639  C104 1.100
118 H 14.71987 -0.04107 -3.30436  C104 1.098
119 H 13.83260 -1.21932 -1.26552  O105 0.975
120 C 2.77686 -1.51703 1.36073  N121 1.515, H127 1.085, H128 1.087, H129 1.086
121 N 3.97595 -2.01324 2.14191  C120 1.515, C122 1.516, C123 1.485, C124 1.540
122 C 3.50678 -3.11028 3.07664  N121 1.516, H130 1.087, H131 1.085, H132 1.088
123 C 5.00763 -2.56773 1.22889  N121 1.485, H133 1.090, H134 1.084, H135 1.093
124 C 4.62874 -0.93346 3.02437  N121 1.540, C125 1.516, H136 1.086, H137 1.092
125 C 4.65759 0.46151 2.43270  C124 1.516, O126 1.430, H138 1.093, H139 1.092
126 O 5.46322 0.50924 1.25242  C125 1.430, H140 0.963
127 H 3.15548 -0.79058 0.64854  C120 1.085
128 H 2.10033 -1.09798 2.10099  C120 1.087
129 H 2.34808 -2.38968 0.87662  C120 1.086
130 H 4.32930 -3.39683 3.72732  C122 1.087
131 H 3.10884 -3.92403 2.47888  C122 1.085
132 H 2.74072 -2.64952 3.69706  C122 1.088
133 H 5.80630 -3.05047 1.79190  C123 1.090
134 H 5.39263 -1.88765 0.47700  C123 1.084
135 H 4.53383 -3.40976 0.71815  C123 1.093
136 H 5.57492 -1.36066 3.34280  C124 1.086
137 H 3.90745 -0.83698 3.83895  C124 1.092
138 H 4.97082 1.15051 3.22100  C125 1.093
139 H 3.65856 0.75612 2.10514  C125 1.092
140 H 5.54982 1.42092 0.95527  O126 0.963
141 Br 14.20381 -0.76936 1.36517  no bonds

=====

(3)
Computed, not measured: a 2-piece molecular cluster, C3HO2 overall at a distorted geometry, with ωB97M-V with the def2-TZVPD basis set.

Summary:
* charge: -1
* gap between HOMO and LUMO: 6.38 eV
* ΔE to the lowest compared entry with this formula, charge and spin: 0.971 eV
* largest force on an atom: 3.54 eV/Å
* multiplicity: 1

Each atom is followed by the atoms it is bonded to, with distances in Å.
CARTESIAN COORDINATES (ANGSTROEM)
1 C 0.57143 -0.01033 -0.28059  C3 1.264, H6 1.043
2 C -2.14996 0.12149 0.67358  O4 1.167
3 C 1.78178 0.06044 0.07767  C1 1.264, O5 1.212
4 O -3.15335 -0.12397 0.13066  C2 1.167
5 O 2.88197 0.07371 0.58615  C3 1.212
6 H 0.06813 -0.12133 -1.18746  C1 1.043